Entry from the Open Molecules 2025 dataset: one molecule with the formula C23H24N4O4S (the ωB97M-V functional and the def2-TZVPD basis).

Cartesian coordinates (Å):
O -3.40 -2.19 0.15
C -3.07 -1.77 1.24
N -3.92 -1.73 2.30
H -3.61 -1.34 3.17
C -5.32 -2.06 2.16
H -5.65 -2.63 3.03
C -6.18 -0.79 2.02
N -7.58 -1.16 1.90
C -7.96 -1.54 0.55
C -8.34 -0.25 -0.20
H -7.51 0.09 -0.83
H -9.20 -0.41 -0.85
C -8.64 0.76 0.92
H -7.92 1.57 0.92
H -9.64 1.20 0.83
C -8.51 -0.08 2.20
H -9.47 -0.53 2.45
H -8.17 0.51 3.06
H -8.83 -2.20 0.63
H -7.16 -2.09 0.06
H -5.81 -0.21 1.16
H -6.06 -0.19 2.92
H -5.41 -2.68 1.27
C -1.69 -1.29 1.52
C -1.41 -0.26 2.42
C -0.10 0.16 2.60
C 0.94 -0.43 1.90
C 0.66 -1.45 1.01
C -0.64 -1.87 0.81
H -0.87 -2.66 0.11
H 1.47 -1.92 0.46
C 2.36 0.05 2.07
N 2.87 0.58 0.80
C 2.48 1.83 0.42
S 1.52 2.81 1.33
N 2.92 2.28 -0.78
C 3.73 1.57 -1.63
C 4.15 0.30 -1.23
C 4.99 -0.48 -2.05
C 5.36 0.06 -3.25
C 4.94 1.34 -3.64
C 4.13 2.12 -2.86
H 3.81 3.10 -3.17
O 5.46 1.63 -4.86
C 6.23 0.50 -5.24
O 6.16 -0.46 -4.22
H 7.27 0.81 -5.40
H 5.82 0.09 -6.18
H 5.29 -1.45 -1.72
C 3.71 -0.24 0.06
O 4.04 -1.34 0.47
H 2.61 3.21 -1.04
H 3.01 -0.78 2.34
H 2.41 0.84 2.82
H 0.10 0.98 3.28
H -2.20 0.24 2.95

Output
Structure (SMILES): O=C(NCCN1CCCC1)c1ccc(Cn2c(=S)[nH]c3cc4c(cc3c2=O)OCO4)cc1

***

Entry from the Open Molecules 2025 dataset: an isolated ion of composition C23H24N5O and charge +1 (the ωB97M-V functional and the def2-TZVPD basis).

Cartesian coordinates (Å):
C -2.83 -5.83 -3.21
C -3.78 -5.25 -2.39
C -3.46 -4.17 -1.59
C -2.17 -3.64 -1.60
C -1.21 -4.24 -2.42
C -1.54 -5.33 -3.21
H -0.79 -5.77 -3.83
H -0.20 -3.86 -2.45
N -1.84 -2.57 -0.78
H -1.96 2.29 -0.49
C -0.47 -2.20 -0.55
H -0.01 -1.72 -1.43
H 0.11 -3.10 -0.31
C -0.39 -1.23 0.63
N -1.09 0.00 0.27
C -0.56 1.18 0.56
N -1.15 2.32 0.11
C -0.64 3.57 0.42
C -1.26 4.72 -0.04
C -0.74 5.96 0.28
C 0.41 6.05 1.07
C 1.03 4.91 1.53
C 0.52 3.65 1.21
C 1.10 2.38 1.63
N 0.54 1.23 1.30
N 2.19 2.34 2.38
H 2.69 3.19 2.57
C 2.85 1.10 2.78
C 3.89 0.71 1.78
C 3.96 -0.31 0.88
C 5.19 -0.15 0.20
C 5.77 0.96 0.72
O 4.99 1.49 1.68
H 6.70 1.45 0.51
H 5.58 -0.78 -0.57
H 3.24 -1.09 0.74
H 3.31 1.27 3.75
H 2.10 0.32 2.84
H 1.92 5.01 2.14
H 0.81 7.02 1.32
H -1.22 6.85 -0.07
H -2.15 4.65 -0.65
C -2.29 -0.17 -0.52
H -2.08 0.03 -1.58
C -2.83 -1.60 -0.37
H -3.71 -1.69 -1.00
H -3.13 -1.76 0.67
H -3.07 0.52 -0.17
H 0.64 -0.97 0.86
H -0.85 -1.67 1.51
H -4.21 -3.76 -0.94
H -4.79 -5.64 -2.37
H -3.09 -6.67 -3.83

Output
Structure (SMILES): c1ccc(N2CCN(c3n/c(=[NH+]\Cc4ccco4)c4ccccc4[nH]3)CC2)cc1
Total charge: +1

***

Entry from the Open Molecules 2025 dataset: C23H25AsIrN2O3S3 as an isolated structure (the ωB97M-V functional and the def2-TZVPD basis).

Cartesian coordinates (Å):
Ir -1.32 0.50 0.04
S -2.85 -0.98 1.62
C -2.01 -2.39 2.15
C -2.73 -3.43 2.77
C -2.09 -4.58 3.18
C -0.72 -4.74 2.97
C 0.01 -3.72 2.36
C -0.62 -2.55 1.96
As 0.34 -1.07 1.15
C 2.24 -1.42 1.53
C 3.07 -2.12 0.66
C 4.39 -2.34 1.02
C 4.89 -1.84 2.21
C 4.06 -1.13 3.07
C 2.74 -0.92 2.73
C 0.09 -1.49 -0.75
C -0.72 -2.53 -1.20
C -0.89 -2.74 -2.56
C -0.28 -1.89 -3.48
C 0.52 -0.85 -3.04
C 0.72 -0.65 -1.69
H -3.79 -3.31 2.92
H -2.65 -5.35 3.68
H -0.22 -5.64 3.28
H 1.09 -3.83 2.21
H 2.67 -2.50 -0.28
H 5.03 -2.89 0.35
H 5.92 -2.00 2.47
H 4.44 -0.75 4.01
H 2.08 -0.35 3.39
H -1.21 -3.19 -0.49
H -1.48 -3.57 -2.90
H -0.43 -2.06 -4.53
H 1.00 -0.20 -3.76
H 1.41 0.12 -1.34
C -4.60 1.40 -2.44
S -3.19 1.01 -1.44
O -3.26 1.73 -0.14
O -1.91 1.41 -2.07
O -3.13 -0.44 -1.17
H -4.39 2.30 -3.01
H -5.43 1.55 -1.76
H -4.78 0.56 -3.10
C 1.76 3.39 -1.75
N 0.81 4.14 -0.99
C 0.62 5.56 -1.24
C -0.41 5.97 -0.17
N -0.58 4.74 0.59
C 0.14 3.75 0.08
S 0.33 2.21 0.83
H 2.71 3.93 -1.78
H 1.41 3.23 -2.77
H 1.92 2.42 -1.27
H 0.25 5.74 -2.25
H 1.58 6.07 -1.12
H -1.37 6.27 -0.61
H -0.05 6.78 0.47
H -1.16 4.66 1.40

Output
Expectation value of S²: 0.986
Total charge: +2
Spin multiplicity: 2

***

Entry from the Open Molecules 2025 dataset: C23H25Cl5IrN4 as an isolated structure (the ωB97M-V functional and the def2-TZVPD basis).

Cartesian coordinates (Å):
Ir 0.53 -0.53 0.45
Cl 3.78 -0.30 0.29
C 3.08 -0.43 1.90
C 1.70 -0.49 2.03
C 1.17 -0.57 3.31
Cl -0.55 -0.67 3.51
C 1.99 -0.59 4.44
Cl 1.30 -0.69 6.00
C 3.38 -0.52 4.28
Cl 4.40 -0.53 5.66
C 3.92 -0.43 3.01
Cl 5.62 -0.33 2.80
C -1.06 1.28 -2.38
N -0.79 2.39 -1.46
C -1.97 3.18 -1.09
C 0.30 2.36 -0.67
N 1.01 1.23 -0.47
N 0.74 3.52 -0.14
C 1.69 3.52 0.97
C 0.59 4.81 -0.82
H -1.56 1.68 -3.26
H -1.70 0.53 -1.93
H -0.13 0.81 -2.68
H -2.45 2.77 -0.21
H -2.67 3.14 -1.92
H -1.74 4.22 -0.91
H 1.94 1.44 -0.16
H 1.54 2.64 1.59
H 1.52 4.40 1.58
H 2.73 3.54 0.62
H 0.25 4.66 -1.84
H 1.56 5.30 -0.84
H -0.11 5.46 -0.29
C -4.19 -0.50 0.13
C -3.56 0.53 0.81
C -2.18 0.52 0.96
C -1.43 -0.53 0.42
C -2.06 -1.57 -0.25
C -3.45 -1.55 -0.40
H -5.27 -0.50 0.01
H -4.14 1.34 1.24
H -1.69 1.32 1.50
H -1.50 -2.40 -0.65
H -3.94 -2.35 -0.93
N 1.51 -2.45 -0.19
C 0.72 -3.19 -1.14
C 0.04 -4.32 -0.74
C -0.76 -4.99 -1.65
C -0.88 -4.53 -2.95
C -0.19 -3.39 -3.34
C 0.62 -2.72 -2.43
H 1.76 -3.01 0.62
H 2.36 -2.07 -0.59
H 0.13 -4.68 0.29
H -1.29 -5.89 -1.34
H -1.51 -5.05 -3.66
H -0.27 -3.03 -4.36
H 1.17 -1.82 -2.73

Output
Total charge: +1

***

Respective largest force on an atom values: 1.29, 0.97, 2.39, 3.58 eV/A.
Respective relative energy (zero: lowest compared OMol25 entry of this formula, charge and spin) values: 141.4, 0.0, 428.6, 221.5 kJ/mol.